1.
Below is C14H13AsF6N3O2Rh as an isolated structure, with properties calculated with ωB97M-V/def2-TZVPD.

Each line ends with the Mulliken spin population.
Geometry (Å):
Rh -0.550 -0.845 -0.179  -0.013
O 3.781 2.094 1.725  0.026
C 4.268 1.221 0.854  0.070
C 5.664 1.190 0.744  -0.019
C 6.271 0.322 -0.122  0.034
C 5.522 -0.558 -0.934  0.033
C 4.166 -0.543 -0.850  -0.024
C 3.490 0.339 0.041  0.059
C 2.068 0.277 0.054  -0.065
O 1.411 -0.487 -0.710  0.000
N 1.385 1.182 0.913  0.433
N 0.130 0.921 0.864  -0.081
C -0.838 1.749 1.216  0.327
C -2.007 1.520 0.417  -0.051
C -3.126 2.331 0.468  0.111
C -4.125 2.171 -0.490  -0.029
C -3.951 1.233 -1.479  0.100
C -2.810 0.423 -1.475  0.018
N -1.874 0.549 -0.555  0.051
H 2.808 2.086 1.711  0.007
H 6.233 1.867 1.366  0.000
H 7.352 0.313 -0.187  0.001
H 6.026 -1.232 -1.611  0.001
H 3.564 -1.202 -1.459  -0.003
H -0.721 2.581 1.902  0.004
H -3.203 3.081 1.243  0.001
H -5.016 2.783 -0.457  0.002
H -4.693 1.074 -2.248  0.000
H -2.667 -0.351 -2.215  0.002
F -2.033 -1.468 1.081  0.001
As -3.775 -2.241 1.021  0.000
F -2.969 -3.743 0.881  0.000
F -3.650 -2.273 2.719  0.000
F -5.341 -2.878 0.951  0.000
F -4.306 -0.592 1.075  0.002
F -3.660 -2.068 -0.710  -0.001
C -0.717 -2.478 -1.293  0.002
H -0.131 -2.359 -2.202  0.000
H -1.738 -2.803 -1.478  0.000
H -0.237 -3.185 -0.595  0.000

The value obtained for the strongest force on any atom is 0.92 eV/Å. As for the spin multiplicity: 2. The calculation puts the LUMO energy (alpha / beta) at -5.42 / -7.32 eV. As for the charge: +1. For the energy relative to the best compared isomer or geometry (same formula, charge and spin), the calculation gives 215.66 kJ/mol. The calculation puts the HOMO-LUMO gap (alpha / beta) at 7.05 / 5.01 eV.

***

2.
Below is a 9-piece molecular cluster, C14H13BBrCl27F7O5S overall in a non-equilibrium geometry, with properties calculated with ωB97M-V/def2-TZVPD.

Each line ends with the Mulliken charge.
Geometry (Å):
O 0.945 0.250 -1.840  -0.808
S 0.068 0.512 -0.730  1.340
O -1.276 0.015 -0.700  -0.610
C 0.863 0.094 0.811  0.323
O 2.032 0.780 1.063  -0.856
B 2.638 -0.025 2.184  1.228
Br 2.056 0.845 3.990  -0.421
O 1.945 -1.341 2.106  -0.706
C 1.309 -1.373 0.864  -0.255
O 0.257 -2.278 0.804  -0.164
C -0.125 2.383 -0.782  0.418
F 1.008 2.995 -0.448  -0.218
F -0.390 2.636 -2.075  -0.235
C -1.288 3.016 0.040  0.652
F -1.182 4.350 -0.096  -0.314
F -2.463 2.638 -0.486  -0.276
C -1.300 2.725 1.571  0.582
F -0.066 2.773 2.051  -0.184
F -1.818 1.517 1.827  -0.003
F -2.049 3.642 2.192  -0.306
H 0.107 0.224 1.599  -0.167
H 3.839 -0.077 2.140  -0.274
H 2.063 -1.539 0.074  0.325
H 0.633 -3.166 0.824  0.026
C 2.046 0.977 -4.448  0.674
Cl 1.488 0.656 -6.104  -0.191
Cl 3.565 0.154 -4.129  -0.081
Cl 2.202 2.714 -4.177  -0.137
H 1.306 0.594 -3.755  -0.117
C 3.843 3.173 -7.460  0.933
Cl 4.671 2.144 -8.632  -0.148
Cl 4.996 4.071 -6.478  -0.138
Cl 2.709 4.261 -8.257  -0.072
H 3.273 2.531 -6.800  -0.600
C -2.322 -0.457 5.883  -0.051
Cl -0.890 -0.904 4.983  -0.020
Cl -1.901 0.366 7.395  -0.165
Cl -3.408 0.550 4.912  -0.101
H -2.868 -1.353 6.147  0.195
C -4.933 1.223 2.117  0.642
Cl -6.413 0.949 1.194  -0.153
Cl -5.232 2.352 3.447  -0.120
Cl -4.275 -0.287 2.725  -0.038
H -4.202 1.670 1.456  -0.360
C 2.270 -6.776 1.417  -0.010
Cl 1.221 -7.449 2.661  -0.074
Cl 1.570 -5.276 0.795  -0.135
Cl 3.903 -6.517 2.016  -0.128
H 2.319 -7.475 0.592  0.305
C -2.298 -6.497 4.739  0.026
Cl -1.481 -8.042 4.455  -0.144
Cl -2.023 -5.945 6.392  -0.129
Cl -1.793 -5.284 3.573  -0.036
H -3.360 -6.665 4.618  0.291
C 6.608 -2.760 -3.888  0.067
Cl 8.149 -1.933 -4.127  -0.131
Cl 6.863 -4.480 -3.573  -0.134
Cl 5.674 -2.010 -2.604  -0.068
H 6.043 -2.675 -4.808  0.261
C -6.751 -0.341 5.521  0.964
Cl -5.659 -1.641 5.986  -0.127
Cl -8.255 -0.982 4.858  -0.145
Cl -7.070 0.738 6.880  -0.138
H -6.264 0.238 4.745  -0.570
C -0.264 7.059 -7.451  0.017
Cl 0.340 6.657 -9.062  -0.125
Cl -1.579 5.981 -6.988  -0.114
Cl 1.032 7.027 -6.261  -0.089
H -0.657 8.067 -7.490  0.316

The value obtained for the strongest force on any atom is 3.83 eV/Å. The calculation puts the LUMO energy at 1.78 eV. As for the charge: -1. The calculation puts the HOMO-LUMO gap at 7.83 eV.

***

3.
Below is C14H13BrF6NdO as an isolated structure in a non-equilibrium geometry, with properties calculated with ωB97M-V/def2-TZVPD.

Each line ends with the Mulliken spin population.
Geometry (Å):
C 2.352 0.223 0.511  -0.007
C 2.193 0.117 1.930  -0.001
C 1.844 -1.254 2.244  -0.004
H 2.171 0.982 2.611  0.000
C 1.731 -1.952 0.990  0.001
C 2.042 -1.036 -0.072  -0.003
H 2.184 -1.273 -1.137  0.000
H 2.741 1.093 -0.041  0.000
H 1.361 -1.563 3.183  0.000
H 1.390 -2.969 0.794  0.002
Nd -0.507 -0.528 1.708  3.025
Br -1.181 1.949 2.825  -0.012
C -1.865 1.183 -2.216  0.000
C -0.780 0.461 -2.857  0.000
C 0.445 1.179 -2.574  0.000
H -0.845 -0.552 -3.300  0.000
C 0.101 2.328 -1.765  0.000
C -1.319 2.333 -1.566  -0.001
H -1.860 2.992 -0.870  0.000
H -2.903 0.819 -2.153  0.000
H 1.474 0.815 -2.765  0.000
H 0.835 2.987 -1.268  0.000
C -1.783 -3.048 2.379  0.012
C -2.513 -2.723 1.062  -0.010
O -2.002 -1.601 0.379  0.000
C -2.300 -3.880 -0.004  0.001
F -2.691 -5.131 0.377  0.000
F -2.947 -3.590 -1.144  0.000
F -0.948 -3.931 -0.298  0.000
C -4.025 -2.313 1.314  0.001
F -4.775 -3.261 1.941  0.000
F -4.012 -1.179 2.116  0.001
F -4.647 -1.975 0.168  0.000
H -0.733 -3.320 2.177  -0.001
H -2.244 -3.878 2.924  0.000
H -1.789 -2.174 3.065  -0.003

The value obtained for the strongest force on any atom is 3.22 eV/Å. As for the spin multiplicity: 4. The calculation puts the LUMO energy (alpha / beta) at 1.60 / 1.63 eV. As for the charge: -1. The calculation puts the HOMO-LUMO gap (alpha / beta) at 4.30 / 4.33 eV.

***

4.
Below is C14H13ClN3O4S3Ta as an isolated structure, with properties calculated with ωB97M-V/def2-TZVPD.

Each line ends with the Mulliken charge.
Geometry (Å):
Ta -0.069 0.798 -1.100  1.210
C -3.939 1.216 3.288  -0.829
S -3.995 0.306 1.732  0.107
C -2.446 0.626 1.097  0.643
S -2.143 -0.097 -0.492  -0.193
N -1.543 1.322 1.700  -1.180
N -0.371 1.407 1.002  0.429
C 0.603 1.960 1.642  -0.151
C 1.877 2.038 0.966  0.675
C 3.024 2.549 1.533  -0.925
C 4.196 2.541 0.781  -0.246
C 4.171 2.022 -0.501  -0.855
C 2.980 1.528 -1.008  0.196
N 1.848 1.535 -0.291  -0.070
H -4.908 1.049 3.753  0.370
H -3.798 2.276 3.096  0.305
H -3.151 0.825 3.925  0.299
H 0.448 2.322 2.652  0.464
H 3.004 2.939 2.541  0.482
H 5.114 2.935 1.197  0.475
H 5.058 1.994 -1.117  0.425
H 2.932 1.120 -2.009  0.471
O 0.808 2.304 -2.691  -0.592
Cl -0.635 2.502 -2.942  1.875
O -0.978 3.316 -3.998  -0.441
O -1.064 1.071 -3.050  -0.578
O -1.142 2.866 -1.620  -0.584
S 0.757 -1.228 -1.617  -0.309
C 0.024 -2.779 -1.139  0.961
C -0.093 -3.739 -2.137  -0.613
C -0.667 -4.956 -1.809  -0.566
C -1.083 -5.203 -0.506  -0.496
C -0.929 -4.238 0.481  -0.574
C -0.369 -3.009 0.174  -0.291
H 0.242 -3.539 -3.146  0.418
H -0.783 -5.713 -2.572  0.402
H -1.521 -6.160 -0.256  0.420
H -1.233 -4.446 1.497  0.408
H -0.226 -2.260 0.942  0.454

The value obtained for the strongest force on any atom is 0.44 eV/Å. The calculation puts the LUMO energy at -8.75 eV. As for the charge: +2. For the energy relative to the best compared isomer or geometry (same formula, charge and spin), the calculation gives 0.00 kJ/mol. The calculation puts the HOMO-LUMO gap at 6.29 eV.

***

Q: strongest force on any atom of number 1 (C14H13AsF6N3O2Rh)?
A: 0.92 eV/Å

***

Please write out number 4 again, unchanged.
Below is C14H13ClN3O4S3Ta as an isolated structure, with properties calculated with ωB97M-V/def2-TZVPD.

Each line ends with the Mulliken charge.
Geometry (Å):
Ta -0.069 0.798 -1.100  1.210
C -3.939 1.216 3.288  -0.829
S -3.995 0.306 1.732  0.107
C -2.446 0.626 1.097  0.643
S -2.143 -0.097 -0.492  -0.193
N -1.543 1.322 1.700  -1.180
N -0.371 1.407 1.002  0.429
C 0.603 1.960 1.642  -0.151
C 1.877 2.038 0.966  0.675
C 3.024 2.549 1.533  -0.925
C 4.196 2.541 0.781  -0.246
C 4.171 2.022 -0.501  -0.855
C 2.980 1.528 -1.008  0.196
N 1.848 1.535 -0.291  -0.070
H -4.908 1.049 3.753  0.370
H -3.798 2.276 3.096  0.305
H -3.151 0.825 3.925  0.299
H 0.448 2.322 2.652  0.464
H 3.004 2.939 2.541  0.482
H 5.114 2.935 1.197  0.475
H 5.058 1.994 -1.117  0.425
H 2.932 1.120 -2.009  0.471
O 0.808 2.304 -2.691  -0.592
Cl -0.635 2.502 -2.942  1.875
O -0.978 3.316 -3.998  -0.441
O -1.064 1.071 -3.050  -0.578
O -1.142 2.866 -1.620  -0.584
S 0.757 -1.228 -1.617  -0.309
C 0.024 -2.779 -1.139  0.961
C -0.093 -3.739 -2.137  -0.613
C -0.667 -4.956 -1.809  -0.566
C -1.083 -5.203 -0.506  -0.496
C -0.929 -4.238 0.481  -0.574
C -0.369 -3.009 0.174  -0.291
H 0.242 -3.539 -3.146  0.418
H -0.783 -5.713 -2.572  0.402
H -1.521 -6.160 -0.256  0.420
H -1.233 -4.446 1.497  0.408
H -0.226 -2.260 0.942  0.454

The value obtained for the strongest force on any atom is 0.44 eV/Å. The calculation puts the LUMO energy at -8.75 eV. As for the charge: +2. For the energy relative to the best compared isomer or geometry (same formula, charge and spin), the calculation gives 0.00 kJ/mol. The calculation puts the HOMO-LUMO gap at 6.29 eV.

***

Q: Number 2 is which compound?
A: C14H13BBrCl27F7O5S